1.
Here is a single C5H7P molecule from the OMol25 dataset. Energies are from wB97M-V/def2-TZVPD.

Spin multiplicity ... 3
ΔE to the lowest compared entry with this formula, charge and spin ... 5.285 eV
LUMO (spin up / spin down) ... 0.71 / -4.06 eV
HOMO energy (spin up / spin down) ... -4.41 / -7.92 eV

Structure (XYZ):
```
13
Properties=species:S:1:pos:R:3:lowdin_spin:R:1
C -0.583 -0.230 -1.446 0.151
C 0.693 -0.487 -1.376 0.333
C -0.689 0.447 -0.172 0.349
C -1.452 1.245 0.601 0.351
C 0.957 0.087 0.016 0.273
P 1.532 -1.111 1.302 0.300
H -1.414 -0.391 -2.198 0.018
H 1.224 -1.250 -1.885 0.043
H -0.873 1.820 1.307 0.036
H -2.422 1.301 0.315 0.046
H 1.412 1.020 0.069 0.016
H 0.432 -2.110 1.122 0.044
H 1.181 -0.340 2.345 0.040
```

2.
Here is a single C5H7PS molecule from the OMol25 dataset. Energies are from wB97M-V/def2-TZVPD.

ΔE to the lowest compared entry with this formula, charge and spin ... 1.056 eV
LUMO ... -0.20 eV
HOMO energy ... -7.99 eV
SMILES ... CP1(=S)C=CC=C1

Structure (XYZ):
```
14
Properties=species:S:1:pos:R:3:nbo_charge:R:1
C -0.063 1.692 1.357 -0.951
P -0.677 0.171 0.497 1.248
S -2.611 -0.700 0.887 -0.595
C -0.620 0.227 -1.357 -0.476
C 0.182 -0.739 -1.714 -0.228
C 0.858 -1.443 -0.687 -0.186
C 0.612 -1.050 0.561 -0.558
H -0.439 2.638 0.911 0.265
H -0.486 1.536 2.346 0.260
H 1.066 1.588 1.479 0.255
H -0.993 0.884 -2.165 0.257
H 0.441 -1.062 -2.798 0.224
H 1.641 -2.271 -0.800 0.230
H 1.091 -1.470 1.483 0.256
```

3.
Here is a single C5H8 molecule from the OMol25 dataset. Energies are from wB97M-V/def2-TZVPD.

ΔE to the lowest compared entry with this formula, charge and spin ... 0.688 eV
LUMO ... 1.15 eV
HOMO energy ... -8.69 eV
SMILES ... C=C/C=C\C

Structure (XYZ):
```
13
Properties=species:S:1:pos:R:3:nbo_charge:R:1
C -2.449 -0.133 0.016 -0.370
C -1.129 -0.240 -0.035 -0.224
C -0.172 0.867 -0.019 -0.233
C 1.156 0.756 0.007 -0.155
C 1.896 -0.561 -0.007 -0.667
H -2.937 0.823 -0.006 0.189
H -3.093 -1.020 0.045 0.201
H -0.708 -1.248 -0.006 0.197
H -0.645 1.865 -0.043 0.202
H 1.748 1.647 0.068 0.202
H 1.575 -1.195 -0.837 0.220
H 2.986 -0.426 -0.103 0.219
H 1.772 -1.135 0.920 0.222
```

4.
Here is a single C5H8 molecule from the OMol25 dataset. Energies are from wB97M-V/def2-TZVPD.

ΔE to the lowest compared entry with this formula, charge and spin ... 2.407 eV
LUMO ... 1.05 eV
HOMO energy ... -9.13 eV
SMILES ... CC#CCC

Structure (XYZ):
```
13
Properties=species:S:1:pos:R:3:nbo_charge:R:1
C -0.305 -1.829 1.783 -0.682
C -0.370 -0.755 0.815 -0.005
C -0.579 0.175 0.078 -0.042
C -0.504 1.195 -0.937 -0.456
C 1.133 0.731 -1.517 -0.608
H -0.897 -1.610 2.679 0.233
H -0.699 -2.756 1.355 0.232
H 0.712 -2.038 2.126 0.231
H -1.286 1.076 -1.708 0.226
H -0.552 2.214 -0.512 0.226
H 1.742 1.029 -0.639 0.222
H 1.692 1.206 -2.349 0.201
H 0.910 -0.261 -1.962 0.222
```

5.
Here is a single C5H8 molecule from the OMol25 dataset. Energies are from wB97M-V/def2-TZVPD.

ΔE to the lowest compared entry with this formula, charge and spin ... 0.545 eV
LUMO ... 1.24 eV
HOMO energy ... -9.14 eV
SMILES ... C1=CCCC1

Structure (XYZ):
```
13
Properties=species:S:1:pos:R:3:nbo_charge:R:1
C -0.494 1.103 -0.738 -0.210
C 0.807 0.962 -0.475 -0.190
C 1.134 -0.387 0.127 -0.450
C -0.180 -0.700 0.854 -0.386
C -1.211 -0.175 -0.146 -0.430
H -0.813 1.987 -1.320 0.221
H 1.582 1.712 -0.613 0.208
H 1.288 -1.107 -0.693 0.206
H 2.049 -0.363 0.724 0.211
H -0.516 -1.737 0.997 0.206
H -0.184 -0.176 1.823 0.200
H -1.275 -0.974 -0.908 0.197
H -2.188 -0.145 0.366 0.218
```

6.
Here is a single C5H8 molecule from the OMol25 dataset. Energies are from wB97M-V/def2-TZVPD.

ΔE to the lowest compared entry with this formula, charge and spin ... 1.945 eV
LUMO ... 1.11 eV
HOMO energy ... -9.78 eV
SMILES ... C#CCCC

Structure (XYZ):
```
13
Properties=species:S:1:pos:R:3:nbo_charge:R:1
C 1.480 1.051 2.323 -0.260
C 1.249 0.295 1.403 0.015
C 0.682 -0.447 0.335 -0.492
C -0.645 0.067 -0.244 -0.386
C -1.063 -0.464 -1.614 -0.613
H 1.591 1.580 3.225 0.232
H 1.449 -0.314 -0.508 0.227
H 0.645 -1.440 0.698 0.231
H -1.430 0.159 0.500 0.213
H -0.468 1.204 -0.329 0.196
H -1.776 0.271 -2.102 0.219
H -0.209 -0.541 -2.316 0.209
H -1.503 -1.421 -1.371 0.208
```

Repeat the sixth record exactly.
Here is a single C5H8 molecule from the OMol25 dataset. Energies are from wB97M-V/def2-TZVPD.

ΔE to the lowest compared entry with this formula, charge and spin ... 1.945 eV
LUMO ... 1.11 eV
HOMO energy ... -9.78 eV
SMILES ... C#CCCC

Structure (XYZ):
```
13
Properties=species:S:1:pos:R:3:nbo_charge:R:1
C 1.480 1.051 2.323 -0.260
C 1.249 0.295 1.403 0.015
C 0.682 -0.447 0.335 -0.492
C -0.645 0.067 -0.244 -0.386
C -1.063 -0.464 -1.614 -0.613
H 1.591 1.580 3.225 0.232
H 1.449 -0.314 -0.508 0.227
H 0.645 -1.440 0.698 0.231
H -1.430 0.159 0.500 0.213
H -0.468 1.204 -0.329 0.196
H -1.776 0.271 -2.102 0.219
H -0.209 -0.541 -2.316 0.209
H -1.503 -1.421 -1.371 0.208
```